C41H69BrCl42NO2 | ωB97M-V/def2-TZVPD

```
156
Properties=species:S:1:pos:R:3:mulliken_charge:R:1
C -4.677 -6.195 8.039 -0.96
C -4.827 -5.520 6.674 -0.84
C -3.594 -5.749 5.789 0.23
C -3.671 -7.080 5.048 -0.68
C -2.412 -7.478 4.261 -1.03
C -1.792 -6.391 3.349 0.12
C -0.280 -6.235 3.577 -1.43
C 0.055 -5.483 4.870 -0.01
C -0.470 -4.035 4.942 -0.80
C -0.436 -3.247 3.628 -0.69
C 0.968 -2.753 3.269 -0.52
C 0.925 -1.808 2.058 -0.88
C 0.490 -0.364 2.408 -0.55
C 1.562 0.717 2.111 -0.56
C 1.013 1.964 1.366 -0.88
C 1.754 2.272 0.042 -0.60
C 0.816 2.619 -1.148 -0.84
C 1.334 3.860 -1.876 -0.75
C 0.424 4.291 -3.037 0.17
C 0.597 5.777 -3.389 -1.86
N 1.114 6.035 -4.785 0.20
C 2.411 5.270 -4.967 -0.81
C 2.321 3.988 -5.828 -0.01
O 1.038 3.746 -6.345 -0.55
C 0.610 4.925 -7.000 0.02
C -0.411 4.654 -8.101 0.14
C -1.111 3.290 -8.027 0.65
C -2.520 3.442 -8.619 -1.46
O -0.366 2.300 -8.719 -0.54
C 0.111 5.899 -5.918 -0.70
Br -1.670 5.418 -5.325 -0.03
H -4.471 -7.257 7.887 0.28
H -5.577 -6.095 8.647 0.33
H -3.840 -5.778 8.603 0.23
H -5.720 -5.925 6.192 0.35
H -4.989 -4.449 6.817 0.33
H -3.542 -4.916 5.085 0.23
H -2.686 -5.698 6.398 0.05
H -3.849 -7.869 5.786 0.30
H -4.539 -7.054 4.387 0.22
H -2.704 -8.306 3.612 0.39
H -1.654 -7.874 4.941 0.32
H -1.936 -6.711 2.313 0.41
H -2.297 -5.432 3.452 0.05
H 0.124 -5.678 2.725 0.40
H 0.204 -7.213 3.553 0.45
H 1.126 -5.524 5.069 0.47
H -0.412 -6.048 5.685 0.05
H -1.475 -3.995 5.356 0.01
H 0.178 -3.498 5.642 0.61
H -1.051 -2.351 3.777 0.43
H -0.882 -3.779 2.787 0.30
H 1.327 -2.196 4.138 0.33
H 1.642 -3.582 3.041 0.18
H 0.212 -2.200 1.328 0.32
H 1.904 -1.788 1.577 0.39
H 0.209 -0.293 3.462 0.36
H -0.406 -0.114 1.837 0.31
H 2.350 0.252 1.517 0.26
H 2.035 1.050 3.035 0.37
H 1.183 2.814 2.030 0.24
H -0.063 1.885 1.213 0.52
H 2.413 3.126 0.221 0.39
H 2.414 1.444 -0.218 0.42
H -0.178 2.812 -0.749 0.39
H 0.817 1.756 -1.816 0.28
H 1.297 4.669 -1.138 0.31
H 2.374 3.723 -2.179 0.15
H 0.504 3.640 -3.908 0.25
H -0.599 4.175 -2.676 0.64
H 1.372 6.183 -2.734 0.71
H -0.284 6.377 -3.183 0.50
H 1.393 7.014 -4.778 0.49
H 3.110 5.950 -5.455 0.51
H 2.842 5.058 -3.993 0.34
H 2.671 3.134 -5.251 0.44
H 3.019 4.091 -6.666 0.15
H 1.472 5.419 -7.462 -0.13
H -1.116 5.483 -8.167 0.07
H 0.137 4.671 -9.046 -0.12
H -1.241 2.978 -6.990 0.25
H -2.420 3.880 -9.617 0.35
H -3.082 4.170 -8.034 0.36
H -3.042 2.489 -8.664 0.37
H -0.818 2.125 -9.552 0.20
H 0.010 6.870 -6.398 0.68
C -4.451 -5.713 11.799 0.04
Cl -2.699 -5.845 11.596 -0.13
Cl -4.901 -5.910 13.492 -0.13
Cl -5.031 -4.175 11.171 -0.02
H -4.916 -6.508 11.230 0.28
C 5.383 -2.038 2.659 -0.04
Cl 5.490 -3.756 3.031 -0.09
Cl 5.056 -1.793 0.937 -0.15
Cl 4.149 -1.262 3.645 -0.04
H 6.335 -1.578 2.886 0.29
C -3.403 -0.682 9.337 0.04
Cl -4.318 -0.730 7.827 -0.14
Cl -2.796 -2.282 9.748 -0.06
Cl -2.085 0.487 9.230 -0.13
H -4.073 -0.364 10.126 0.28
C 3.298 6.764 -10.190 -0.06
Cl 3.499 5.125 -9.565 -0.05
Cl 2.953 6.725 -11.907 -0.07
Cl 1.999 7.601 -9.319 -0.07
H 4.216 7.310 -10.020 0.29
C 7.490 -3.095 6.694 0.08
Cl 7.720 -2.207 5.183 -0.12
Cl 8.849 -2.836 7.783 -0.12
Cl 5.969 -2.637 7.456 -0.11
H 7.443 -4.149 6.454 0.27
C -1.792 8.407 -10.436 -0.22
Cl -1.190 6.913 -11.146 0.03
Cl -2.310 8.133 -8.762 -0.13
Cl -0.577 9.681 -10.505 -0.10
H -2.654 8.730 -11.006 0.40
C 0.158 2.496 -12.514 -0.06
Cl 0.723 4.056 -11.921 0.00
Cl -1.502 2.162 -11.976 -0.15
Cl 0.250 2.416 -14.267 -0.11
H 0.806 1.737 -12.096 0.34
C 7.634 5.255 -9.196 -0.03
Cl 7.004 6.641 -10.094 -0.12
Cl 9.198 5.643 -8.490 -0.12
Cl 6.506 4.717 -7.947 -0.03
H 7.770 4.440 -9.895 0.31
C -0.698 8.514 -15.073 0.02
Cl -0.356 6.902 -14.443 -0.07
Cl -1.178 8.440 -16.764 -0.12
Cl -1.943 9.316 -14.106 -0.13
H 0.208 9.101 -15.004 0.28
C -4.839 -6.612 0.550 0.04
Cl -4.613 -7.991 1.625 -0.10
Cl -6.364 -6.740 -0.328 -0.13
Cl -4.764 -5.096 1.452 -0.12
H -4.034 -6.615 -0.172 0.29
C -8.967 -3.548 12.438 0.03
Cl -8.519 -5.064 11.654 -0.11
Cl -9.584 -3.846 14.061 -0.12
Cl -7.617 -2.408 12.486 -0.11
H -9.760 -3.098 11.855 0.29
C 2.514 -8.138 6.866 -0.05
Cl 3.101 -6.707 7.716 -0.11
Cl 0.825 -8.455 7.267 -0.11
Cl 2.721 -7.956 5.124 -0.11
H 3.101 -8.987 7.189 0.38
C -0.960 -0.706 12.856 0.13
Cl 0.178 -1.179 14.117 -0.13
Cl -2.528 -1.472 13.110 -0.08
Cl -1.121 1.051 12.792 -0.12
H -0.572 -1.048 11.905 0.19
C 6.417 2.119 -4.487 -0.10
Cl 7.398 3.580 -4.555 -0.11
Cl 5.212 2.235 -3.198 -0.08
Cl 5.632 1.805 -6.038 -0.10
H 7.067 1.284 -4.264 0.38
```

Properties
Frontier orbital gap = 8.635 eV
HOMO level = -11.3 eV
Charge = +1
Multiplicity = 1

C41H70Cl26N2O2 | ωB97M-V/def2-TZVPD

```
141
Properties=species:S:1:pos:R:3:mulliken_charge:R:1
C 7.836 1.391 -0.575 -0.35
C 6.826 0.144 -0.130 0.23
C 7.380 -1.248 0.572 -0.71
C 6.339 -2.456 1.051 -0.60
C 4.714 -2.367 0.861 0.13
C 3.603 -3.473 1.334 1.26
C 2.697 -4.101 0.098 -0.74
C 4.181 -4.710 2.238 -0.93
C 4.135 -0.989 0.112 0.25
O 2.679 -0.884 -0.100 -0.34
C 2.267 0.513 0.124 -0.67
C 0.674 0.584 0.629 0.26
C 0.438 -0.516 1.865 0.03
N 0.562 -1.350 2.865 -0.48
C 0.479 2.146 1.188 0.24
O 0.888 3.062 0.080 -0.52
C -1.029 2.443 1.764 0.07
N -2.299 2.468 2.091 -0.48
C 5.177 0.228 -0.369 -0.21
H 7.934 1.353 -1.744 0.08
H 8.874 1.227 -0.013 0.29
H 7.392 2.433 -0.217 -0.03
H 8.542 -1.345 0.719 0.22
H 6.831 -3.397 1.542 0.06
H 2.823 -2.889 2.024 -0.07
H 2.602 -3.391 -0.828 0.20
H 3.102 -5.133 -0.302 0.24
H 1.598 -4.267 0.531 0.13
H 3.644 -4.679 3.304 0.21
H 3.913 -5.785 1.797 0.22
H 5.329 -4.679 2.460 0.24
H 2.885 0.953 1.046 0.28
H 2.466 1.158 -0.835 0.25
H -0.076 0.325 -0.249 0.39
H 1.322 2.276 2.020 0.36
H 0.875 4.014 0.420 0.33
H 4.777 1.218 -0.882 0.13
Cl -6.541 -0.401 -0.151 0.09
C -5.773 -0.747 1.419 -0.57
C -4.265 -0.896 1.299 -0.51
Cl -3.803 -2.372 0.417 -0.13
H -6.236 -1.648 1.833 0.25
H -6.013 0.092 2.079 0.32
H -3.818 -0.970 2.295 0.19
H -3.814 -0.039 0.788 0.31
Cl 7.271 5.103 0.390 -0.16
C 6.453 5.515 1.918 -0.34
C 6.493 4.370 2.918 -0.62
Cl 5.484 2.995 2.407 -0.09
H 5.424 5.809 1.684 0.22
H 6.970 6.387 2.328 0.22
H 6.105 4.707 3.884 0.37
H 7.514 4.005 3.070 0.36
Cl 0.637 -6.290 -0.429 -0.15
C 0.510 -7.238 -1.932 0.00
C 1.709 -8.150 -2.138 -0.48
Cl 3.196 -7.237 -2.492 -0.20
H 0.388 -6.539 -2.765 0.34
H -0.403 -7.836 -1.853 -0.15
H 1.532 -8.811 -2.992 0.35
H 1.895 -8.775 -1.258 0.31
Cl 4.350 9.137 1.006 -0.15
C 2.770 8.674 1.686 -0.46
C 2.829 8.479 3.193 -0.46
Cl 3.777 7.042 3.649 -0.13
H 2.434 7.766 1.175 0.23
H 2.072 9.480 1.442 0.35
H 1.819 8.331 3.588 0.31
H 3.266 9.348 3.694 0.32
Cl -2.819 -8.302 -2.084 -0.24
C -3.637 -7.890 -0.556 -0.44
C -3.596 -9.034 0.444 -0.47
Cl -4.606 -10.410 -0.066 -0.20
H -4.665 -7.596 -0.790 0.44
H -3.119 -7.018 -0.145 0.32
H -3.984 -8.698 1.410 0.34
H -2.576 -9.400 0.597 0.28
Cl -7.813 2.151 -5.948 -0.17
C -7.776 1.785 -4.205 -0.53
C -7.844 0.291 -3.930 0.70
Cl -9.435 -0.396 -4.338 -0.22
H -8.602 2.321 -3.727 0.42
H -6.837 2.193 -3.816 0.29
H -7.681 0.101 -2.865 -0.29
H -7.082 -0.257 -4.493 -0.14
Cl -9.927 4.032 1.718 -0.19
C -8.195 3.614 1.714 -0.21
C -7.552 3.845 0.356 -0.54
Cl -8.135 2.691 -0.870 -0.11
H -8.097 2.571 2.034 0.08
H -7.714 4.247 2.466 0.34
H -6.469 3.708 0.429 0.27
H -7.743 4.858 -0.013 0.36
Cl 7.485 3.260 -3.189 -0.12
C 6.974 2.636 -4.777 -0.50
C 5.530 2.990 -5.096 -0.49
Cl 4.378 2.118 -4.054 -0.13
H 7.134 1.553 -4.784 0.32
H 7.640 3.082 -5.522 0.32
H 5.298 2.710 -6.128 0.33
H 5.345 4.063 -4.984 0.30
Cl -8.475 -1.127 2.784 -0.17
C -9.631 -2.203 1.960 -0.41
C -9.369 -3.669 2.265 -0.46
Cl -7.854 -4.249 1.528 -0.15
H -9.579 -1.999 0.886 0.24
H -10.629 -1.923 2.311 0.36
H -10.176 -4.284 1.856 0.32
H -9.315 -3.853 3.343 0.30
Cl -3.259 2.793 -6.782 -0.19
C -3.222 2.427 -5.039 -0.33
C -3.290 0.934 -4.765 -0.46
Cl -4.881 0.246 -5.173 -0.16
H -4.048 2.963 -4.562 0.25
H -2.283 2.835 -4.651 0.32
H -3.127 0.744 -3.699 0.18
H -2.528 0.385 -5.328 0.37
Cl -3.324 -3.569 -5.612 -0.19
C -4.904 -4.032 -4.932 -0.34
C -4.845 -4.227 -3.425 -0.53
Cl -3.897 -5.664 -2.969 -0.10
H -5.240 -4.940 -5.443 0.36
H -5.602 -3.226 -5.176 0.22
H -5.855 -4.375 -3.030 0.29
H -4.408 -3.358 -2.924 0.26
Cl -1.440 -3.015 7.854 -0.20
C -0.863 -3.061 6.169 -0.41
C -1.973 -2.764 5.174 -0.23
Cl -3.182 -4.070 5.105 -0.20
H -0.414 -4.043 5.991 0.35
H -0.075 -2.307 6.084 0.27
H -1.554 -2.667 4.168 0.07
H -2.493 -1.832 5.417 0.33
Cl 9.066 6.755 3.209 -0.17
C 10.421 7.522 2.344 -0.45
C 10.128 8.971 1.987 -0.44
Cl 8.866 9.115 0.739 -0.16
H 10.638 6.924 1.453 0.28
H 11.290 7.471 3.007 0.33
H 11.029 9.444 1.583 0.31
H 9.808 9.544 2.863 0.30
```

Properties
Frontier orbital gap = 7.287 eV
HOMO level = -7.8 eV
Multiplicity = 1

C41H70ClF4N2O12 | ωB97M-V/def2-TZVPD

```
130
Properties=species:S:1:pos:R:3:mulliken_charge:R:1
C 6.867 1.297 3.613 -0.89
C 6.134 2.544 3.239 0.69
O 5.855 3.452 3.989 -0.48
O 5.804 2.611 1.844 -0.31
C 4.500 2.404 1.592 0.77
O 3.694 2.043 2.418 -0.57
C 4.180 2.678 0.152 -1.77
C 2.925 1.972 -0.286 0.90
C 1.826 2.773 -0.497 -0.94
N 0.691 2.301 -0.896 -1.22
N 0.636 1.015 -1.063 2.05
C -0.709 0.511 -1.555 -1.07
O -1.603 1.550 -1.664 -0.29
C -2.458 1.538 -0.520 -0.58
O -3.153 2.727 -0.514 -0.21
C -3.888 2.875 0.684 -0.42
C -5.129 1.997 0.746 -0.65
O -5.132 1.294 1.983 -0.44
C 1.607 0.132 -0.880 -0.40
C 1.302 -1.306 -1.149 -2.15
C 0.433 -2.007 -0.055 0.04
C 0.801 -3.470 0.138 -1.76
Cl 0.355 -1.076 1.466 -0.11
C 2.859 0.626 -0.471 1.15
C 4.040 -0.324 -0.302 0.85
F 4.194 -0.984 -1.465 -0.21
F 5.192 0.306 -0.069 -0.33
C 3.880 -1.336 0.857 0.85
F 5.081 -1.864 1.108 -0.34
F 3.516 -0.639 1.930 -0.28
H 6.954 0.633 2.764 0.26
H 6.307 0.829 4.409 0.29
H 7.873 1.537 3.922 0.35
H 4.073 3.741 -0.022 0.81
H 5.013 2.342 -0.449 0.30
H 1.895 3.832 -0.347 0.55
H -1.099 -0.217 -0.861 0.18
H -0.559 0.123 -2.555 0.34
H -3.148 0.697 -0.635 0.21
H -1.876 1.460 0.402 0.43
H -3.282 2.599 1.551 0.34
H -4.137 3.916 0.810 0.48
H -6.000 2.642 0.655 0.40
H -5.150 1.283 -0.075 0.36
H -5.939 0.776 1.991 0.25
H 2.212 -1.870 -1.246 1.05
H 0.798 -1.423 -2.096 0.79
H -0.571 -2.008 -0.445 0.95
H 0.089 -4.055 -0.430 0.54
H 1.769 -3.732 -0.275 0.43
H 0.724 -3.797 1.165 0.09
H 3.215 -2.161 0.632 -0.41
C 3.274 2.004 -5.898 -0.70
C 3.520 0.595 -5.362 -0.69
C 3.073 0.738 -3.917 0.29
O 2.036 1.724 -3.896 -0.33
C 2.000 2.402 -5.165 -0.34
H 3.168 2.049 -6.979 0.39
H 4.096 2.662 -5.608 0.26
H 2.881 -0.120 -5.884 0.29
H 4.551 0.261 -5.455 0.42
H 3.891 1.091 -3.277 0.04
H 2.685 -0.195 -3.501 -0.20
H 1.110 2.069 -5.707 0.26
H 1.922 3.476 -4.998 0.31
C -2.123 -5.083 5.009 -0.39
C -0.617 -5.324 4.965 -0.68
C -0.389 -5.615 3.489 -0.19
O -1.376 -4.869 2.770 -0.44
C -2.359 -4.365 3.690 -0.09
H -2.452 -4.503 5.866 0.23
H -2.654 -6.037 5.018 0.23
H -0.086 -4.414 5.255 0.28
H -0.281 -6.134 5.611 0.36
H -0.529 -6.677 3.264 0.26
H 0.608 -5.319 3.150 0.14
H -2.210 -3.286 3.791 0.10
H -3.354 -4.540 3.285 0.20
C -2.487 6.891 -1.867 -0.50
C -3.330 7.980 -1.209 -0.59
C -4.687 7.297 -1.099 -0.51
O -4.424 5.898 -0.939 -0.40
C -3.046 5.632 -1.220 0.01
H -1.416 7.009 -1.708 0.39
H -2.673 6.875 -2.943 0.26
H -2.940 8.204 -0.213 0.26
H -3.370 8.909 -1.775 0.36
H -5.276 7.434 -2.011 0.27
H -5.273 7.653 -0.252 0.28
H -2.540 5.415 -0.273 0.15
H -2.971 4.756 -1.858 0.03
C -2.115 3.083 -5.244 -0.30
C -3.332 2.628 -6.045 -0.62
C -2.789 1.402 -6.767 -0.54
O -1.798 0.831 -5.904 -0.46
C -1.492 1.752 -4.853 1.81
H -2.361 3.704 -4.384 0.12
H -1.433 3.644 -5.888 0.32
H -4.138 2.340 -5.367 0.25
H -3.716 3.384 -6.728 0.41
H -2.308 1.676 -7.711 0.31
H -3.557 0.657 -6.974 0.32
H -1.929 1.373 -3.928 -0.49
H -0.408 1.812 -4.728 -1.07
C 4.642 -7.465 0.942 -0.59
C 5.303 -6.120 1.223 -0.66
C 4.789 -5.276 0.067 0.34
O 3.490 -5.784 -0.266 -0.37
C 3.286 -7.039 0.400 -0.24
H 4.563 -8.107 1.817 0.36
H 5.202 -8.002 0.174 0.25
H 4.944 -5.717 2.173 0.28
H 6.390 -6.164 1.263 0.39
H 5.432 -5.373 -0.815 0.28
H 4.710 -4.219 0.322 -0.41
H 2.565 -6.885 1.210 0.08
H 2.868 -7.756 -0.305 0.31
C -4.818 -0.632 5.995 -0.59
C -6.004 -1.052 5.133 -0.46
C -5.430 -2.241 4.376 -0.42
O -4.466 -2.849 5.242 -0.31
C -4.200 -1.978 6.347 -0.38
H -5.096 -0.053 6.873 0.36
H -4.118 -0.039 5.401 0.23
H -6.832 -1.375 5.768 0.29
H -6.367 -0.266 4.473 0.24
H -4.916 -1.920 3.462 0.21
H -6.187 -2.979 4.107 0.32
H -4.663 -2.406 7.242 0.25
H -3.122 -1.919 6.509 0.28
```

Properties
Frontier orbital gap = 7.062 eV
HOMO level = -11.0 eV
Charge = +1
Multiplicity = 1

| no. | LUMO energy (eV) | electronic energy (a.u.) |
| --- | --- | --- |
| 1 | -2.7 | -23710.6050 |
| 2 | -0.5 | -13828.6917 |
| 3 | -3.9 | -3475.9244 |